{"formula": "C3H9IN", "method": "ωB97M-V/def2-TZVPD", "elements": ["C", "C", "C", "N", "I", "H", "H", "H", "H", "H", "H", "H", "H", "H"], "positions_angstrom": [[1.3944, 0.6343, -0.2230], [-1.1154, 1.2168, -0.0887], [0.0953, 0.5862, 0.4270], [0.0134, -1.7413, 0.1584], [-2.9524, -0.2282, -0.2035], [1.4241, -0.1072, -1.0916], [1.2917, 1.6406, -0.7057], [2.2447, 0.5472, 0.4309], [-1.6303, 1.9822, 0.4118], [-0.9523, 1.4778, -1.0944], [0.1879, 0.2774, 1.5438], [0.7052, -2.1703, 0.8066], [0.2379, -2.2217, -0.7553], [-0.9443, -1.8940, 0.3837]], "mulliken_charge": [-0.99, -1.27, 0.60, -0.68, 0.21, 0.30, 0.37, 0.33, 0.53, 0.45, 0.33, 0.30, 0.30, 0.21], "gap_ev": 7.67, "total_charge": 1, "homo_ha": -0.516}



{"formula": "C3H9IN", "method": "ωB97M-V/def2-TZVPD", "elements": ["C", "N", "C", "C", "I", "H", "H", "H", "H", "H", "H", "H", "H", "H"], "positions_angstrom": [[0.8555, -0.0419, 1.5762], [0.9421, 0.0220, 0.0582], [-0.2875, 0.5816, -0.7078], [-1.3702, -0.4327, -0.8263], [0.2322, 1.4315, -2.7517], [1.8369, -0.4563, 1.7970], [0.7655, 1.0299, 1.9486], [0.0695, -0.6757, 1.8497], [1.8507, 0.4544, -0.2157], [0.8676, -0.9993, -0.1831], [-0.7474, 1.5283, -0.0633], [-0.9697, -1.4940, -0.5153], [-2.2552, -0.2451, -0.1356], [-1.7898, -0.7027, -1.8308]], "mulliken_charge": [-0.88, -0.27, -0.18, -1.01, 0.20, 0.39, 0.36, 0.33, 0.42, 0.38, 0.39, 0.27, 0.26, 0.34], "gap_ev": 9.53, "total_charge": 1, "smiles": "C[NH2+][C@H](C)I", "homo_ha": -0.506}



{"formula": "C3H9IN", "method": "ωB97M-V/def2-TZVPD", "elements": ["C", "C", "C", "N", "I", "H", "H", "H", "H", "H", "H", "H", "H", "H"], "positions_angstrom": [[-1.8107, 0.5643, 0.3358], [1.0676, 0.8226, 0.3151], [0.1619, 0.0397, -0.5057], [0.3001, -1.4165, -0.4196], [3.0863, -0.0532, 0.3319], [-2.6200, -0.1305, -0.0382], [-1.3976, 0.4663, 1.3694], [-1.9218, 1.6179, 0.0379], [1.2453, 1.9024, 0.0528], [0.7686, 0.9084, 1.4651], [0.1257, 0.2605, -1.5687], [-0.7077, -1.5742, -0.7189], [0.5995, -1.8182, 0.4612], [1.1030, -1.5895, -1.1180]], "mulliken_charge": [-0.81, -1.00, -0.39, -0.24, 0.24, 0.40, 0.31, 0.28, 0.46, 0.33, 0.30, 0.43, 0.31, 0.37], "gap_ev": [6.06, 5.91], "spin_multiplicity": 3, "total_charge": 1, "homo_ha": [-0.354, -0.499]}



{"formula": "C3H9IN2OS", "method": "ωB97M-V/def2-TZVPD", "elements": ["C", "C", "C", "N", "N", "O", "S", "I", "H", "H", "H", "H", "H", "H", "H", "H", "H"], "positions_angstrom": [[-0.3880, 1.9230, 0.9299], [-1.3281, -1.2791, -0.2670], [0.2207, 1.6239, -0.4678], [0.9104, -2.5081, -1.2304], [1.2072, 0.5491, -0.5348], [0.8238, -1.8665, 1.1839], [0.4361, -1.4905, -0.1490], [2.6154, -3.5365, -0.9887], [-1.2864, 1.3345, 1.1327], [0.3967, 1.6357, 1.6618], [-0.6534, 2.9572, 1.1478], [-1.8524, -2.2010, 0.1445], [-1.6839, -0.3728, 0.3523], [-1.6397, -1.3843, -1.2929], [-0.5582, 1.4279, -1.1099], [0.8821, 2.4398, -0.7470], [1.8977, 0.7477, 0.2346]], "mulliken_charge": [-0.83, -0.73, -0.53, -0.64, -0.54, -0.58, 1.09, 0.15, 0.18, 0.23, 0.36, 0.35, 0.12, 0.34, 0.41, 0.38, 0.27], "gap_ev": 8.24, "total_charge": 0, "homo_ha": -0.314}



{"formula": "C3H9INO3", "method": "ωB97M-V/def2-TZVPD", "elements": ["C", "O", "N", "C", "O", "C", "O", "I", "H", "H", "H", "H", "H", "H", "H", "H", "H"], "positions_angstrom": [[-0.1332, 1.4774, -0.9476], [0.8844, 0.4818, -0.8045], [0.7958, -0.3265, 0.3019], [0.7243, 0.4182, 1.5623], [-0.3216, -1.1007, 0.2547], [-0.4442, -2.0202, -0.8514], [1.8352, -1.1428, 0.2542], [3.9152, 0.0183, -0.0515], [-0.0464, 1.7877, -1.9861], [0.0481, 2.3306, -0.2935], [-1.1250, 1.0554, -0.7741], [0.8959, -0.2927, 2.3709], [1.5106, 1.1708, 1.5582], [-0.2605, 0.8669, 1.6704], [-1.4003, -1.8114, -1.3339], [-0.4362, -3.0335, -0.4488], [0.3712, -1.8928, -1.5624]], "mulliken_charge": [-0.66, -0.28, 1.13, -0.86, -0.31, -0.63, -0.76, 0.50, 0.28, 0.33, 0.33, 0.32, 0.33, 0.38, 0.28, 0.28, 0.34], "gap_ev": 7.32, "total_charge": 1, "smiles": "CO[N+](C)(OC)OI", "homo_ha": -0.541}



{"formula": "C3H9N", "method": "ωB97M-V/def2-TZVPD", "elements": ["C", "N", "C", "C", "H", "H", "H", "H", "H", "H", "H", "H", "H"], "positions_angstrom": [[-0.2682, -1.3918, 0.2546], [-0.1547, -0.0195, -0.2783], [-0.7180, 0.9066, 0.6947], [1.0602, 0.4901, -0.8232], [-0.9235, -1.6470, 1.0962], [0.6493, -1.7235, 0.7390], [-0.5521, -2.0532, -0.5245], [-0.8322, 1.9733, 0.1752], [-1.7789, 0.6178, 0.7652], [-0.1709, 0.9157, 1.6904], [0.9040, 1.5479, -1.2152], [1.4809, -0.2908, -1.5203], [1.8622, 0.7668, -0.0150]], "mulliken_charge": [-1.01, -0.03, -1.03, -0.81, 0.37, 0.34, 0.33, 0.32, 0.37, 0.31, 0.25, 0.31, 0.28], "gap_ev": 9.40, "total_charge": 0, "smiles": "CN(C)C", "homo_ha": -0.304}



{"formula": "C3H9N", "method": "ωB97M-V/def2-TZVPD", "elements": ["C", "C", "N", "H", "H", "H", "H", "H", "C", "H", "H", "H", "H"], "positions_angstrom": [[1.8390, 1.6555, -0.6382], [0.8477, 1.1245, 0.0696], [0.7771, 1.3914, 1.4481], [2.7982, 1.6676, -0.3082], [1.6913, 1.8946, -1.7810], [-0.0842, 0.5807, -0.3907], [1.5839, 1.9128, 1.7529], [0.5155, 0.6337, 2.1214], [-1.9942, -2.1643, -0.3804], [-1.5497, -2.8444, 0.3755], [-1.3271, -1.9516, -1.2146], [-2.7889, -2.8183, -0.8839], [-2.3085, -1.0822, -0.1704]], "mulliken_charge": [-0.84, 0.20, -0.46, 0.32, 0.17, 0.14, 0.23, 0.22, -0.96, 0.23, 0.24, 0.26, 0.22], "gap_ev": 9.30, "total_charge": 0, "smiles": "C=CN.C", "homo_ha": -0.305}



{"formula": "C3H9N", "method": "ωB97M-V/def2-TZVPD", "elements": ["C", "C", "N", "C", "H", "H", "H", "H", "H", "H", "H", "H", "H"], "positions_angstrom": [[-0.4224, 1.5856, -0.8739], [-0.1635, 0.0937, -0.6956], [-0.1456, -0.2325, 0.7406], [0.6424, -1.3745, 1.0969], [-0.1001, 1.9832, -1.8337], [0.0735, 2.0955, -0.0587], [-1.4944, 1.7918, -0.8289], [0.8443, -0.1648, -1.0289], [-0.8868, -0.5320, -1.2269], [-1.0663, -0.2575, 1.1506], [0.4366, -1.6333, 2.1257], [0.5737, -2.2415, 0.4217], [1.7084, -1.1137, 1.0111]], "mulliken_charge": [-1.14, -0.34, -0.33, -0.93, 0.34, 0.34, 0.27, 0.35, 0.29, 0.22, 0.34, 0.31, 0.28], "gap_ev": 9.78, "total_charge": 0, "smiles": "CCNC", "homo_ha": -0.313}



{"formula": "C3H9N", "method": "ωB97M-V/def2-TZVPD", "elements": ["C", "C", "N", "H", "H", "H", "H", "H", "C", "H", "H", "H", "H"], "positions_angstrom": [[-1.5292, -1.1513, -0.7750], [-0.5203, -1.2131, 0.0964], [0.3434, -2.2809, 0.3111], [-1.7479, -2.0019, -1.4065], [-2.1978, -0.3094, -0.6676], [-0.2028, -0.3556, 0.6712], [0.2282, -3.1226, -0.2263], [1.2888, -2.0075, 0.4806], [0.8983, 2.4758, 0.3048], [0.2560, 2.6164, 1.1756], [0.2169, 2.1008, -0.4598], [1.7166, 1.7964, 0.5111], [1.2498, 3.4529, -0.0157]], "mulliken_charge": [-0.80, 0.08, -0.45, 0.23, 0.24, 0.28, 0.19, 0.21, -1.01, 0.27, 0.24, 0.22, 0.30], "gap_ev": 9.33, "total_charge": 0, "smiles": "C=CN.C", "homo_ha": -0.305}



{"formula": "C3H9N", "method": "ωB97M-V/def2-TZVPD", "elements": ["C", "N", "C", "C", "H", "H", "H", "H", "H", "H", "H", "H", "H"], "positions_angstrom": [[-0.0893, 0.5374, 1.3228], [-0.1621, -0.1880, 0.0671], [-1.0100, 0.3067, -1.0544], [1.1749, -0.7922, -0.3046], [0.6209, 1.4920, 1.2603], [0.4246, -0.1968, 1.9754], [-1.1073, 0.9071, 1.4761], [-0.5456, 1.1942, -1.5428], [-1.1312, -0.3934, -1.8198], [-1.9448, 0.7121, -0.6345], [1.0021, -1.4681, -1.1434], [1.4954, -1.3735, 0.5408], [1.8674, 0.1314, -0.3650]], "mulliken_charge": [-0.73, -0.09, -0.79, -0.89, 0.22, 0.25, 0.27, 0.30, 0.29, 0.27, 0.31, 0.28, 0.29], "gap_ev": 9.03, "total_charge": 0, "smiles": "CN(C)C", "homo_ha": -0.290}



{"formula": "C3H9N2", "method": "ωB97M-V/def2-TZVPD", "elements": ["C", "C", "N", "C", "N", "H", "H", "H", "H", "H", "H", "H", "H", "H"], "positions_angstrom": [[1.4742, -1.5226, 0.2055], [0.3019, -0.7516, 0.8129], [-0.4233, 0.0212, -0.2073], [-0.7920, 1.2561, -0.0704], [-1.4840, 1.9500, -0.9469], [1.7835, -1.0966, -0.7557], [2.3685, -1.4992, 0.8199], [1.1830, -2.5493, 0.0058], [-0.4180, -1.4161, 1.2765], [0.6478, -0.0842, 1.5945], [-0.5984, -0.4612, -1.0816], [-0.4919, 1.7340, 0.8546], [-1.8932, 1.4967, -1.7539], [-1.6581, 2.9226, -0.7539]], "mulliken_charge": [-1.12, -0.24, -0.23, 0.25, -0.31, 0.36, 0.33, 0.32, 0.30, 0.30, 0.26, 0.29, 0.24, 0.26], "gap_ev": 11.90, "total_charge": 1, "smiles": "CCNC=[NH2+]", "homo_ha": -0.566}



{"formula": "C3H9N2", "method": "ωB97M-V/def2-TZVPD", "elements": ["C", "C", "C", "N", "N", "H", "H", "H", "H", "H", "H", "H", "H", "H"], "positions_angstrom": [[3.1397, -0.4660, 0.0435], [2.0559, 0.3308, 0.0605], [0.7153, 0.0223, 0.0523], [-0.1832, 0.9330, -0.1376], [-2.6112, -0.1634, 0.0799], [4.1804, -0.1870, -0.1385], [3.0375, -1.5847, 0.2424], [2.1134, 1.3071, -0.2421], [0.4823, -1.0682, -0.1086], [-0.1055, 1.9311, -0.2623], [-1.2384, 0.4298, 0.0013], [-2.9667, 0.4047, 0.8261], [-3.2989, 0.1222, -0.5978], [-2.5286, -1.1673, 0.2111]], "mulliken_charge": [-0.65, -0.22, 0.33, -0.29, -0.85, 0.29, 0.21, 0.32, 0.26, 0.22, 0.51, 0.31, 0.28, 0.28], "gap_ev": 9.94, "total_charge": 1, "homo_ha": -0.544}



Energy relative to the best compared isomer or geometry (same formula, charge and spin) values (in kcal/mol) by entry order: 52.71, 27.93, 39.83, 64.38, 6.25, 36.43, 46.24, 12.55, 20.26, 33.51, 0.92, 43.44.
Electronic energy values (in eV) by entry order: -12838.5677, -12839.6420, -12834.0230, -27215.9446, -18976.5613, -4745.5295, -4745.1040, -4746.5647, -4746.2307, -4745.6559, -6231.0085, -6229.1645.